81
Properties=species:S:1:pos:R:3:mulliken_charge:R:1 method="wB97M-V/def2-TZVPD" relative_energy_kj_mol=32.64 homo_ev=-14.0 orbital_gap_ha=0.27975 total_charge=+2
Pt -1.49 -0.44 -0.45 2.954
F -3.26 2.96 -6.24 -0.243
C -2.57 2.54 -5.20 0.601
C -1.27 2.98 -5.01 0.219
F -0.71 3.81 -5.87 -0.253
C -0.56 2.53 -3.90 0.296
F 0.69 2.97 -3.74 -0.361
C -1.11 1.65 -2.98 -0.521
P -0.20 1.16 -1.48 -1.095
C 0.03 2.71 -0.60 1.350
C 1.19 3.48 -0.70 -0.342
C 1.27 4.70 -0.06 -1.018
C 0.19 5.18 0.67 -0.591
C -0.98 4.43 0.75 -0.767
C -1.06 3.20 0.13 -0.549
C 1.36 0.47 -2.03 1.256
C 2.51 0.56 -1.24 -0.536
C 3.68 -0.05 -1.67 -1.032
C 3.70 -0.76 -2.86 -0.856
C 2.56 -0.87 -3.63 -0.792
C 1.38 -0.26 -3.22 -0.948
C -2.41 1.24 -3.21 0.263
Br -3.27 0.04 -2.01 -0.191
C -3.15 1.67 -4.29 0.334
F -4.39 1.25 -4.47 -0.300
H 2.03 3.14 -1.30 0.540
H 2.17 5.30 -0.14 0.490
H 0.25 6.14 1.16 0.503
H -1.83 4.81 1.30 0.513
H -1.98 2.63 0.18 0.280
H 2.50 1.12 -0.32 0.789
H 4.58 0.05 -1.08 0.554
H 4.62 -1.23 -3.19 0.445
H 2.57 -1.42 -4.56 0.485
H 0.49 -0.34 -3.83 0.480
Te -3.02 -2.37 0.64 0.368
C -1.64 -3.23 1.97 0.519
C -1.77 -2.89 3.31 -0.542
C -0.87 -3.41 4.23 -0.706
C 0.13 -4.26 3.81 -0.590
C 0.24 -4.61 2.47 -0.718
C -0.64 -4.09 1.54 -0.255
C -2.89 -3.72 -0.96 0.460
C -1.79 -3.73 -1.82 -0.188
C -1.75 -4.65 -2.85 -0.791
C -2.80 -5.54 -3.03 -0.527
C -3.89 -5.53 -2.18 -0.619
C -3.94 -4.62 -1.13 -0.729
H -2.58 -2.24 3.65 0.539
H -0.97 -3.16 5.28 0.448
H 0.82 -4.68 4.53 0.454
H 1.02 -5.29 2.14 0.455
H -0.56 -4.36 0.49 0.466
H -0.98 -3.03 -1.68 0.557
H -0.90 -4.66 -3.52 0.434
H -2.76 -6.26 -3.84 0.420
H -4.70 -6.23 -2.32 0.421
H -4.79 -4.61 -0.46 0.432
C 2.17 4.11 4.15 -1.477
C 1.83 2.79 3.52 0.486
C 2.83 1.86 3.21 -0.979
C 2.53 0.65 2.63 0.640
C 3.65 -0.33 2.37 -1.761
C 1.18 0.37 2.28 0.678
C 0.96 -0.80 1.49 -0.247
O 0.05 -1.11 0.70 -1.004
C 0.15 1.27 2.68 1.074
C -1.30 0.89 2.55 -1.003
C 0.50 2.46 3.28 -0.582
H 3.24 4.21 4.33 0.393
H 1.65 4.23 5.10 0.382
H 1.85 4.92 3.50 0.260
H 3.86 2.10 3.46 0.366
H 4.59 0.08 2.74 0.451
H 3.78 -0.54 1.31 0.283
H 3.48 -1.27 2.88 0.402
H 1.74 -1.56 1.54 0.556
H -1.46 -0.13 2.90 0.050
H -1.57 0.92 1.49 -0.277
H -1.94 1.56 3.12 0.564
H -0.28 3.14 3.60 0.480

=====

114
Properties=species:S:1:pos:R:3:mulliken_charge:R:1 method="wB97M-V/def2-TZVPD" spin_multiplicity=4 relative_energy_kj_mol=523.47 homo_ev="-1.2 / -1.1" orbital_gap_ha="0.20355 / 0.19392" total_charge=-2
V -0.44 1.02 -0.01 -1.924
C -4.75 -3.44 2.60 -1.516
C -4.49 -2.43 1.47 1.247
C -5.80 -1.75 1.09 -1.767
C -3.78 -3.15 0.33 0.321
C -4.51 -3.84 -0.63 -0.250
C -3.88 -4.64 -1.57 -1.273
C -2.52 -4.86 -1.44 -0.646
C -1.76 -4.22 -0.47 -0.209
C -0.37 -4.82 -0.25 0.785
C 0.66 -4.03 0.57 -1.489
C -0.58 -6.17 0.47 -1.705
C -2.36 -3.23 0.33 0.150
N -1.62 -2.28 1.03 1.043
C -1.38 -2.49 2.28 -0.194
O -1.73 -3.48 2.98 -0.790
C -0.60 -1.44 3.05 0.147
C -1.13 -1.11 4.30 -0.954
C -0.37 -0.36 5.15 -1.094
C 0.88 0.04 4.75 -0.959
C 1.34 -0.26 3.47 0.195
N 0.60 -1.00 2.61 0.678
C 3.41 0.45 1.80 -0.354
O 4.63 0.33 1.70 -0.700
N 2.65 0.93 0.78 2.496
C 3.35 1.16 -0.46 -1.309
C 3.64 0.12 -1.36 1.418
C 4.26 0.46 -2.56 -0.753
C 4.59 1.76 -2.89 -1.561
C 4.34 2.77 -1.97 -0.031
C 3.75 2.48 -0.75 0.735
C 3.55 3.60 0.25 2.164
C 4.87 4.33 0.52 -1.911
C 2.46 4.56 -0.23 -1.321
C 3.28 -1.35 -1.22 0.206
C 1.80 -1.58 -1.57 -0.754
C 3.62 -2.04 0.10 -1.452
H -5.31 -2.97 3.41 0.402
H -3.80 -3.81 2.99 0.332
H -5.33 -4.29 2.21 0.304
H -3.81 -1.67 1.85 0.100
H -5.67 -1.08 0.23 0.288
H -6.57 -2.48 0.84 0.363
H -6.17 -1.15 1.93 0.425
H -5.59 -3.76 -0.64 0.219
H -4.45 -5.13 -2.35 0.376
H -2.03 -5.57 -2.11 0.398
H 0.06 -5.02 -1.24 0.563
H 0.43 -4.09 1.63 0.484
H 0.70 -2.98 0.30 -0.228
H 1.65 -4.47 0.41 0.484
H -1.03 -5.98 1.44 0.305
H 0.38 -6.68 0.62 0.448
H -1.24 -6.83 -0.10 0.453
H -2.10 -1.48 4.57 0.461
H -0.74 -0.09 6.14 0.358
H 1.53 0.58 5.43 0.400
H 4.47 -0.33 -3.28 0.283
H 5.06 1.99 -3.84 0.349
H 4.61 3.79 -2.20 0.300
H 3.23 3.18 1.19 -1.043
H 5.26 4.84 -0.37 0.319
H 5.63 3.63 0.87 0.427
H 4.72 5.09 1.30 0.462
H 2.77 5.10 -1.13 0.369
H 2.22 5.29 0.55 0.412
H 1.55 4.01 -0.46 -0.007
H 3.88 -1.86 -1.99 0.767
H 1.16 -1.04 -0.86 -0.628
H 1.56 -2.64 -1.53 0.607
H 1.58 -1.21 -2.57 0.252
H 2.91 -1.79 0.88 -0.137
H 4.62 -1.76 0.44 0.504
H 3.59 -3.12 -0.04 0.468
C -2.84 6.10 -1.41 -0.508
C -2.56 4.96 -2.17 -1.018
C -1.89 3.88 -1.62 0.213
C -1.47 3.90 -0.28 -0.093
C -1.75 5.05 0.48 -0.626
C -2.43 6.12 -0.08 -0.528
N -0.77 2.82 0.25 0.699
N -0.34 3.00 1.53 -1.168
C 0.81 2.31 1.81 0.053
C 1.43 2.90 3.00 -0.945
C 2.53 2.56 3.80 -0.340
C 3.20 1.38 3.92 -1.585
C 2.80 0.14 3.17 0.441
C 1.28 1.38 0.82 1.724
H -3.37 6.94 -1.85 0.348
H -2.86 4.92 -3.21 0.397
H -1.66 3.02 -2.23 0.448
H -1.42 5.07 1.50 0.365
H -2.64 6.99 0.53 0.355
H 0.94 3.83 3.26 0.396
H 2.88 3.36 4.45 0.324
H 4.11 1.34 4.52 0.358
H 3.39 -0.71 3.53 0.863
Br -3.11 0.76 -0.60 -0.197
C -2.65 0.13 -2.36 0.115
C -3.64 -0.44 -3.11 -0.460
C -3.36 -0.83 -4.43 -0.763
C -2.14 -0.57 -4.98 -0.817
C -1.13 0.06 -4.22 1.426
C 0.09 0.46 -4.82 -1.333
C 1.01 1.16 -4.09 -0.717
C 0.80 1.40 -2.71 -0.460
C -0.31 0.95 -2.02 2.175
C -1.34 0.37 -2.84 -0.469
H -4.62 -0.59 -2.69 0.359
H -4.14 -1.30 -5.02 0.377
H -1.94 -0.81 -6.01 0.359
H 0.26 0.23 -5.86 0.278
H 1.91 1.52 -4.56 0.417
H 1.57 1.94 -2.17 0.229

=====

40
Properties=species:S:1:pos:R:3:nbo_charge:R:1 method="wB97M-V/def2-TZVPD" relative_energy_kj_mol=217.02 homo_ev=-4.3 orbital_gap_ha=0.24801 total_charge=-1
C -3.48 3.44 5.44 -0.623
C -2.36 4.28 4.73 -0.400
C -1.96 3.60 3.41 -0.393
C -1.98 1.98 3.45 -0.493
C -1.36 1.36 2.20 0.654
O -1.00 0.18 2.30 -0.662
N -1.63 1.69 0.93 -0.929
S -0.15 2.05 0.12 2.187
O -0.35 3.24 -0.70 -0.977
O 1.06 2.29 0.98 -0.978
C 0.31 0.65 -1.01 -0.245
C -0.23 -0.65 -0.77 -0.184
C 0.20 -1.74 -1.54 -0.217
C 1.00 -1.46 -2.68 0.052
N 1.59 -2.39 -3.53 -0.190
N 1.54 -3.61 -3.34 -0.033
N 2.48 -4.36 -4.09 -0.333
C 3.89 -4.23 -3.76 -0.430
C 1.96 -5.64 -4.64 -0.413
C 1.50 -0.16 -2.90 -0.185
C 1.11 0.88 -2.09 -0.200
H -3.75 4.08 6.29 0.195
H -4.41 3.32 4.84 0.203
H -3.21 2.42 5.81 0.212
H -1.42 4.48 5.34 0.190
H -2.75 5.19 4.36 0.199
H -0.99 3.98 3.14 0.212
H -2.62 3.93 2.60 0.202
H -1.29 1.76 4.21 0.218
H -2.98 1.56 3.45 0.225
H -0.77 -0.83 0.17 0.272
H -0.03 -2.76 -1.37 0.221
H 4.03 -4.39 -2.68 0.187
H 4.32 -3.24 -3.96 0.212
H 4.52 -4.89 -4.49 0.205
H 2.56 -6.49 -4.27 0.176
H 2.12 -5.66 -5.73 0.191
H 0.87 -5.81 -4.33 0.223
H 2.13 0.07 -3.70 0.213
H 1.54 1.89 -2.21 0.236